# C40H47AuN4STe

A molecular structure, C40H47AuN4STe (wB97M-V/def2-TZVPD, the Open Molecules 2025 dataset).

Atoms and positions in Å:
Au (-0.250, 0.029, -0.002)
C (-1.990, 1.727, -5.961)
C (-0.587, 1.614, -5.360)
C (-0.511, 0.699, -4.181)
C (-0.424, -0.680, -4.189)
C (-0.454, -1.583, -5.381)
C (0.864, -1.577, -6.163)
C (-0.313, -1.081, -2.832)
C (-0.239, -2.401, -2.393)
C (-0.236, -2.804, -1.087)
C (-0.270, -4.181, -0.661)
C (-0.304, -5.362, -1.576)
C (1.028, -6.111, -1.623)
C (-0.283, -4.174, 0.702)
C (-0.283, -2.793, 1.117)
C (-0.330, -2.375, 2.418)
C (-0.294, -1.045, 2.834)
N (-0.233, 0.041, 1.997)
C (-0.178, 1.142, 2.810)
C (-0.088, 2.462, 2.380)
C (-0.138, 2.868, 1.078)
N (-0.252, 2.038, -0.011)
C (-0.368, 2.855, -1.108)
C (-0.502, 2.432, -2.398)
C (-0.460, 1.105, -2.824)
N (-0.339, 0.014, -2.004)
C (-0.310, 4.236, -0.698)
C (-0.154, 4.244, 0.653)
C (-0.076, 5.436, 1.554)
C (1.281, 6.146, 1.513)
C (-0.368, 5.421, -1.607)
C (-1.749, 6.086, -1.648)
C (-0.228, 0.758, 4.171)
C (-0.304, -0.620, 4.188)
C (-0.293, -1.479, 5.409)
C (1.136, -1.614, 5.944)
C (-0.271, 1.699, 5.331)
C (-1.655, 2.336, 5.474)
N (-0.241, -1.976, 0.011)
C (-0.308, -5.347, 1.631)
C (-1.702, -5.972, 1.738)
H (-1.980, 2.447, -6.778)
H (-2.324, 0.771, -6.355)
H (-2.707, 2.062, -5.215)
H (0.093, 1.249, -6.132)
H (-0.252, 2.612, -5.071)
H (-0.665, -2.602, -5.058)
H (-1.270, -1.279, -6.041)
H (1.706, -1.706, -5.485)
H (0.872, -2.387, -6.890)
H (0.999, -0.641, -6.700)
H (-0.217, -3.167, -3.149)
H (-1.088, -6.047, -1.245)
H (-0.557, -5.037, -2.586)
H (1.213, -6.623, -0.683)
H (1.006, -6.853, -2.417)
H (1.851, -5.424, -1.813)
H (-0.388, -3.128, 3.188)
H (0.000, 3.217, 3.142)
H (-0.627, 3.191, -3.152)
H (-0.850, 6.148, 1.259)
H (-0.275, 5.131, 2.582)
H (1.430, 6.654, 0.563)
H (1.325, 6.896, 2.301)
H (2.096, 5.440, 1.662)
H (0.366, 6.157, -1.276)
H (-0.086, 5.127, -2.618)
H (-2.009, 6.517, -0.682)
H (-1.752, 6.889, -2.385)
H (-2.517, 5.363, -1.918)
H (-0.932, -1.020, 6.169)
H (-0.696, -2.469, 5.191)
H (1.519, -0.643, 6.250)
H (1.168, -2.285, 6.799)
H (1.789, -2.000, 5.164)
H (-0.037, 1.159, 6.250)
H (0.478, 2.485, 5.206)
H (-2.404, 1.567, 5.655)
H (-1.671, 3.033, 6.308)
H (-1.932, 2.870, 4.568)
H (0.402, -6.100, 1.283)
H (0.024, -5.039, 2.623)
H (-2.010, -6.393, 0.784)
H (-1.700, -6.768, 2.480)
H (-2.433, -5.225, 2.034)
Te (3.188, -0.010, -0.120)
C (5.272, 0.047, -0.186)
C (6.163, -0.286, 0.804)
C (7.505, -0.142, 0.422)
C (7.637, 0.302, -0.861)
S (6.121, 0.549, -1.614)
H (5.845, -0.624, 1.776)
H (8.340, -0.359, 1.066)
H (8.541, 0.496, -1.404)

The value obtained for the LUMO energy is -1.68 eV. The value obtained for the total energy is -70023.785 eV. Its HOMO energy is -5.0 eV. The gap between HOMO and LUMO is 3.3 eV. The largest force on an atom is 1.2 eV/A.